159
Properties=species:S:1:pos:R:3:forces:R:3:mulliken_charge:R:1 method="wB97M-V/def2-TZVPD" homo_energy_ev=-10.320 orbital_gap_ha=0.2877 charge=+1 e_tot_ha=-3711.55614 lumo_ev=-2.5 relative_energy_kcal_mol=0.0
F 11.196303 6.882626 -2.508431 -0.008 -0.072 -0.231 -0.38
O 11.202806 2.966594 -1.061506 -0.610 -0.127 -0.674 -0.31
O 5.345772 4.691973 -3.578938 0.110 0.133 -0.087 -0.29
O -11.065715 -4.106161 5.801616 0.015 -0.001 -0.003 -0.66
O -7.050275 -3.660228 2.284416 -0.009 -0.007 0.013 -0.68
O -17.074476 -12.451017 -1.142190 0.001 0.012 -0.001 -0.66
O -14.258593 -8.428248 0.993189 0.041 -0.006 0.023 -0.68
O -4.347866 -0.815249 3.236226 0.088 0.085 0.015 -0.58
O -0.058784 6.274255 -2.020456 -0.013 -0.070 -0.010 -0.38
O 7.523310 3.679794 -2.797703 -0.069 -0.013 0.306 0.21
O 8.925611 5.605501 -1.690717 -0.447 -0.457 0.977 -0.40
O 0.649877 0.254326 1.638221 0.005 -0.008 -0.011 -0.69
N 7.839428 5.283574 0.507851 0.755 0.342 -1.322 -0.72
N 8.820193 3.304111 -2.414791 -0.016 -0.077 -0.211 -0.15
C -3.799294 0.958508 -0.506646 0.058 0.020 0.002 -0.59
C 0.869825 4.285914 -0.918038 -0.418 0.301 -0.402 0.51
C -15.445770 -10.965111 -2.861396 0.036 0.014 -0.131 -0.59
C -1.651933 0.332971 1.137340 0.007 -0.060 0.106 0.21
C -2.954038 0.040027 1.544415 0.080 -0.008 -0.006 0.38
C -1.188183 -1.988687 5.705555 0.044 0.011 -0.019 -0.63
C 8.389774 5.411044 -0.508608 -0.657 0.123 0.567 0.68
C 14.431977 5.113245 -2.840295 -0.651 0.098 0.509 -1.26
C 9.883054 2.892993 1.001123 0.043 -0.414 -0.009 -1.71
C -16.591247 -11.175755 0.779246 0.070 0.086 -0.010 0.26
C 5.863048 3.830906 -4.544080 -0.066 -0.158 -0.064 -0.86
C 5.779729 6.727806 -2.359166 -0.106 -0.669 -0.147 -1.22
C -14.630991 -10.184162 -3.662740 0.020 0.032 0.031 -0.47
C 3.367615 1.886614 -1.362929 -0.386 -0.020 0.176 0.39
C -16.832225 -10.587333 3.481458 -0.020 -0.031 -0.024 -0.53
C -0.739560 -0.717304 3.278241 -0.096 0.007 -0.029 0.44
C 11.606371 2.982927 -3.839630 0.221 0.387 -0.039 -1.81
C 7.512785 2.142795 -0.536632 -0.505 -0.295 -0.691 -1.27
C -15.556929 -10.685811 -1.505507 0.023 0.062 0.086 0.24
C 0.335586 -1.107839 4.065924 0.059 -0.047 0.108 -0.57
C 10.088841 2.347018 -0.429757 0.106 0.501 0.867 -0.03
C -8.176773 -1.158827 6.455524 0.039 -0.001 -0.032 -0.63
C -10.021657 -4.962357 3.870391 0.089 0.038 -0.037 0.18
C -8.906003 -5.710659 1.868403 -0.035 -0.107 -0.077 -0.47
C 9.656949 4.538827 -2.262898 0.263 0.291 -0.548 -1.74
C -10.141422 -4.022811 5.020568 -0.135 -0.009 0.102 0.54
C -0.481337 -0.019075 1.988909 0.141 0.038 -0.030 0.20
C 0.111450 -1.745684 5.273973 -0.044 0.002 0.001 -0.53
C -17.592586 -11.606742 2.918096 0.035 0.036 0.007 -0.46
C -9.849862 -6.712785 1.723088 -0.019 0.012 0.038 -0.54
C -2.263918 -1.605616 4.923088 0.018 -0.055 0.102 -0.46
C 5.874406 6.019003 -3.705256 -0.145 0.288 0.449 -0.08
C 7.266817 3.297343 -4.159892 -0.196 0.149 -0.400 -0.51
C -10.875987 -6.847824 2.652397 0.004 -0.020 -0.034 -0.41
C -9.088207 -2.981747 5.186824 0.061 -0.036 -0.093 0.34
C 12.030883 4.148412 -2.915957 -0.114 -0.985 -0.140 0.30
C 12.872736 7.469812 -0.898788 -0.047 -0.014 0.090 -1.58
C 2.882485 2.825419 -0.260119 0.064 0.506 -0.058 -0.38
C 2.395916 4.172111 -0.832020 -0.304 -0.259 0.097 -0.55
C 11.061132 4.241963 -1.697045 0.872 -0.125 0.204 2.01
C -16.460968 -11.520794 -0.664571 -0.086 -0.130 -0.058 0.54
C -15.840132 -10.140960 1.341284 -0.032 -0.049 -0.087 0.22
C 13.497150 3.930531 -2.487412 0.372 0.256 -0.498 -0.86
C 11.465801 5.305284 -0.673389 -0.257 0.561 -0.038 -2.04
C 6.504279 1.185644 -1.203465 -0.253 0.331 0.611 -0.08
C -14.022620 -8.843751 -1.760699 0.070 0.044 -0.107 -0.58
C -7.037968 -1.924070 4.478409 0.038 0.029 0.015 -0.86
C 11.539227 6.769093 -1.157039 0.177 0.362 0.728 0.38
C 8.828688 2.261447 -1.314513 -0.397 -0.707 0.530 0.49
C -13.923553 -9.119899 -3.113280 -0.025 -0.043 -0.008 -0.49
C -7.111593 -1.069903 5.564946 -0.049 -0.004 0.045 -0.38
C -2.044718 -0.976326 3.704655 0.069 0.028 -0.074 0.14
C -14.919179 -9.321871 0.504969 0.083 0.113 0.066 0.56
C -3.214410 -0.600928 2.862619 -0.149 -0.044 0.040 0.40
C -9.162377 -2.112719 6.267720 0.034 0.096 0.087 -0.60
C -4.025531 0.350415 0.716671 -0.068 0.050 -0.095 -0.70
C -1.432099 0.951593 -0.084341 -0.031 0.106 -0.215 -0.23
C 0.347731 4.930616 -2.213362 0.259 0.134 -0.056 -0.74
C -8.027735 -2.879940 4.282815 -0.100 -0.035 0.069 0.12
C -8.983196 -4.836024 2.944779 -0.037 0.038 0.093 0.09
C -1.454856 6.490179 -2.024968 0.008 0.022 0.144 -0.72
C -15.958652 -9.855856 2.695624 -0.042 -0.006 0.119 -0.54
C -2.501960 1.265675 -0.904702 -0.055 -0.015 0.040 -0.75
C -7.942484 -3.780587 3.098700 0.121 0.020 -0.116 0.54
C -14.835705 -9.626593 -0.950911 -0.071 -0.073 0.003 0.19
C -10.963537 -5.972372 3.721033 -0.057 -0.100 -0.050 -0.65
C 5.394010 0.806622 -0.204708 -0.024 0.149 -0.267 -1.00
C -17.469555 -11.903336 1.571635 -0.064 -0.047 0.107 -0.60
C 4.017381 0.612546 -0.836025 -0.191 -0.095 0.223 -1.22
H 5.305255 1.606833 0.530979 0.043 0.045 0.123 0.38
H -6.212198 -1.849831 3.787127 -0.072 -0.066 -0.054 0.98
H 9.846074 2.062730 1.703829 -0.086 -0.102 0.001 0.34
H 15.035111 5.410060 -1.986719 0.283 -0.113 -0.043 0.30
H -13.473568 -8.019828 -1.326606 -0.026 -0.016 0.091 0.51
H -2.012671 5.599098 -1.732847 0.015 -0.127 0.036 0.30
H -16.925538 -10.362052 4.535446 -0.004 0.002 0.008 0.40
H -4.634354 1.195553 -1.152078 -0.008 0.003 -0.003 0.41
H 6.616466 7.403180 -2.212191 -0.077 0.285 -0.052 0.29
H 5.938368 4.314913 -5.519964 0.028 0.075 -0.086 0.37
H -8.104017 -5.602425 1.151692 0.048 0.070 0.045 0.47
H 8.018653 3.747860 -4.811724 0.211 -0.019 0.064 0.53
H -14.547812 -10.401338 -4.719287 0.000 0.001 -0.009 0.40
H 8.886517 1.320826 -1.859652 0.248 0.082 -0.313 0.42
H -9.787278 -7.394341 0.885073 -0.005 -0.009 -0.004 0.43
H 6.920462 5.991461 -4.016717 0.088 -0.158 -0.144 0.18
H 11.545447 2.039065 -3.306348 -0.141 -0.123 0.083 0.32
H 2.487538 1.601861 -1.944829 0.002 -0.018 -0.171 0.50
H 4.827830 7.235108 -2.250927 -0.009 0.195 0.092 0.43
H -18.281484 -12.170740 3.532577 0.000 -0.008 0.009 0.40
H 7.012559 3.100138 -0.419853 0.173 0.118 0.262 0.13
H 10.693095 3.198893 -4.407447 -0.113 -0.103 0.010 0.19
H 10.399285 1.312851 -0.310573 0.147 -0.072 -0.125 0.53
H -0.421408 1.183510 -0.390380 0.052 -0.070 0.077 0.62
H 3.668733 3.009662 0.472672 0.124 -0.062 0.014 0.53
H 2.776593 5.004391 -0.244960 0.123 0.074 0.032 0.35
H 5.832748 5.960598 -1.588093 0.017 0.008 0.156 0.18
H 12.372396 2.863124 -4.601139 0.008 -0.022 -0.122 0.65
H 7.722700 1.737094 0.448312 0.244 0.112 0.141 0.70
H 5.293693 6.550401 -4.458489 0.074 0.017 -0.224 0.50
H -2.327879 1.747402 -1.858241 -0.005 -0.006 -0.010 0.46
H 0.950091 -2.054848 5.883361 0.004 0.002 0.012 0.40
H -5.031053 0.110784 1.033515 0.023 -0.036 0.083 0.54
H -18.053437 -12.697559 1.128060 0.041 0.001 -0.085 0.48
H 13.267376 7.891674 -1.817838 0.026 -0.024 -0.115 0.35
H -1.679253 7.266631 -1.297645 -0.014 0.137 -0.024 0.27
H 2.057333 2.365264 0.282092 0.042 -0.206 0.141 -0.05
H 11.950841 5.036009 -3.537015 0.036 0.296 0.300 0.72
H 6.022833 1.701273 -2.031435 0.142 -0.083 -0.331 -0.35
H 9.236465 2.845521 -3.230587 0.254 -0.076 0.096 0.96
H 13.579656 3.651914 -1.442605 -0.107 0.049 0.154 0.29
H 7.012990 0.288781 -1.555493 -0.012 -0.090 -0.200 0.59
H -1.360484 -2.481821 6.652782 0.000 -0.007 0.006 0.42
H 0.476025 4.903085 -0.111976 0.004 -0.080 0.196 0.39
H -1.800909 6.808300 -3.009183 -0.029 0.024 -0.106 0.27
H 13.614466 6.808256 -0.460690 0.096 -0.095 -0.095 0.33
H 2.788321 4.285862 -1.840572 0.242 0.078 -0.106 -0.07
H 10.770043 3.456282 1.269654 -0.024 0.157 0.072 0.53
H -8.235229 -0.484091 7.299536 -0.001 0.003 0.007 0.39
H 1.343082 -0.911738 3.727061 -0.021 0.052 -0.072 0.47
H 12.731152 8.292473 -0.203403 -0.006 0.083 0.036 0.39
H 12.412286 5.026078 -0.224032 0.158 -0.255 -0.192 0.75
H 1.141841 4.947899 -2.963627 0.058 -0.014 -0.050 0.25
H 8.980609 3.472827 1.152508 0.180 0.161 -0.027 0.46
H 3.353092 0.225687 -0.059829 -0.040 -0.104 0.025 0.40
H -15.368353 -9.059058 3.125881 0.032 0.034 -0.078 0.50
H -6.336277 -0.329895 5.716942 0.005 0.010 -0.019 0.49
H -3.276739 -1.796633 5.250126 -0.040 0.020 -0.078 0.50
H 5.188899 2.987997 -4.675305 -0.150 -0.013 0.256 0.41
H -9.991012 -2.191036 6.957522 -0.038 -0.079 -0.037 0.49
H 13.879997 3.076459 -3.039757 -0.066 -0.254 0.112 0.69
H 0.379586 3.319191 -0.827448 0.191 -0.289 0.114 -0.48
H 4.035410 -0.157660 -1.608529 0.189 -0.019 -0.125 0.37
H 7.283561 2.210832 -4.251339 0.138 -0.097 0.055 0.29
H 13.832798 5.988301 -3.084133 0.076 0.096 -0.193 0.29
H -11.760735 -6.068262 4.444675 0.015 0.082 0.046 0.48
H 9.817051 4.878045 -3.281768 -0.221 0.223 -0.027 0.67
H -11.610027 -7.634704 2.537334 -0.027 0.017 -0.023 0.43
H -0.461814 4.336738 -2.641124 -0.194 0.038 0.021 0.42
H 5.667100 -0.092141 0.345613 0.120 -0.056 0.058 0.52
H -16.001568 -11.791416 -3.281838 -0.049 -0.023 0.079 0.48
H -13.293608 -8.506214 -3.743392 0.007 0.002 -0.006 0.40
H 15.069005 4.879038 -3.684156 0.139 0.039 -0.067 0.33
H 4.005154 2.451894 -2.045135 0.237 -0.030 -0.061 -0.52
H 10.789642 7.338129 -0.609693 -0.290 -0.030 -0.220 0.42
H 10.750036 5.274757 0.147832 -0.011 -0.052 0.029 0.38